A | DFT (ωB97M-V/def2-TZVPD) results for C4H6 in the gas phase.

## Properties
**Kohn-Sham gap**: 9.87 eV
**Charge**: 0

Cartesian coordinates (Å):
1 C -1.842 0.109 -0.032
2 C -0.599 -0.382 0.081
3 C 0.595 0.409 0.033
4 C 1.821 -0.132 -0.075
5 H -0.439 -1.481 0.046
6 H 2.707 0.554 0.002
7 H 1.953 -1.169 0.018
8 H 0.574 1.489 0.150
9 H -2.068 1.147 -0.112
10 H -2.702 -0.544 -0.112

B | DFT (ωB97M-V/def2-TZVPD) results for C4H6 in the gas phase.

## Properties
**Kohn-Sham gap**: 10.74 eV
**Charge**: 0

Cartesian coordinates (Å):
1 C 0.509 0.776 0.003
2 C 0.493 -0.781 -0.015
3 C -1.045 -0.656 0.060
4 C -1.048 0.682 -0.055
5 H -1.755 -1.369 0.094
6 H 0.803 -1.405 0.888
7 H 0.965 1.074 0.998
8 H -1.668 1.540 -0.055
9 H 0.918 1.368 -0.903
10 H 0.987 -1.090 -0.860

C | DFT (ωB97M-V/def2-TZVPD) results for C4H6 as an isolated structure.

## Properties
**Kohn-Sham gap (alpha / beta)**: 7.76 / 9.51 eV
**Charge**: 0

Cartesian coordinates (Å):
1 C -1.153 -0.814 -0.133
2 C 0.195 -0.125 0.171
3 C 2.164 0.023 -0.170
4 C -1.034 0.718 0.005
5 H -1.599 -1.383 0.745
6 H 2.475 0.904 0.368
7 H 2.591 -0.774 0.292
8 H -1.398 1.324 0.942
9 H -1.103 1.277 -1.064
10 H -1.138 -1.150 -1.157

In terms of stability, A leads; the second structure lies 0.989 eV higher.

A | DFT (ωB97M-V/def2-TZVPD) results for a 2-piece molecular cluster, CH3N3O2S overall.

## Properties
**Kohn-Sham gap**: 10.17 eV
**Charge**: 0

Cartesian coordinates (Å):
1 S -1.795 0.243 -0.050
2 O -1.354 -0.973 0.574
3 O -2.002 0.312 -1.492
4 N -1.937 1.478 0.763
5 N 1.317 0.086 -0.749
6 N 2.170 -1.273 0.976
7 C 1.699 -0.655 0.052
8 H 1.786 0.724 -1.360
9 H -2.259 2.283 0.237
10 H 2.374 -2.225 1.049

B | DFT (ωB97M-V/def2-TZVPD) results for CH3N3O2S as an isolated structure.

## Properties
**Kohn-Sham gap**: 10.93 eV
**Charge**: 0

Cartesian coordinates (Å):
1 S -0.713 -0.416 -1.109
2 O -1.587 0.370 -1.935
3 O -0.450 -1.769 -1.388
4 N -1.052 -0.013 0.523
5 N 0.897 0.664 1.778
6 N 0.791 0.256 -0.698
7 C 0.399 0.461 0.670
8 H -1.748 -0.012 1.199
9 H 1.519 -0.357 -1.017
10 H 1.945 0.814 1.977

In terms of stability, B leads; the second structure lies 0.517 eV higher.

A | DFT (ωB97M-V/def2-TZVPD) results for C4H6Cl2S in the gas phase.

## Properties
**Kohn-Sham gap**: 9.29 eV
**Charge**: 0

Cartesian coordinates (Å):
1 Cl -1.900 1.852 -0.106
2 Cl -2.895 -0.690 -1.190
3 S 0.704 -0.318 -1.153
4 C 0.007 -1.298 1.036
5 C -2.030 -0.029 0.097
6 C 2.124 0.910 -0.725
7 C -0.597 -0.580 0.084
8 H 2.538 0.728 0.286
9 H -0.704 -1.554 1.891
10 H 2.874 0.943 -1.445
11 H 0.862 -1.806 1.198
12 H -2.757 -0.109 0.907
13 H 1.773 1.952 -0.882

B | DFT (ωB97M-V/def2-TZVPD) results for C4H6Cl2S in the gas phase.

## Properties
**Kohn-Sham gap**: 9.77 eV
**Charge**: 0

Cartesian coordinates (Å):
1 Cl -0.312 -3.129 0.109
2 Cl 1.389 -1.954 2.254
3 S 0.830 1.546 -2.005
4 C 0.258 -0.520 0.171
5 C -0.289 1.774 -0.808
6 C -0.412 0.638 0.220
7 C 0.098 -1.681 1.113
8 H 1.106 -0.612 -0.362
9 H 0.110 2.523 -0.174
10 H -0.757 -1.393 1.816
11 H -1.312 2.044 -1.195
12 H 0.645 -0.084 -1.984
13 H -1.355 0.848 0.845

In terms of stability, B leads; the second structure lies 0.193 eV higher.

A | DFT (ωB97M-V/def2-TZVPD) results for a 4-piece molecular cluster, C3H17N2O3 overall.

## Properties
**Kohn-Sham gap**: 9.96 eV
**Charge**: +1

Cartesian coordinates (Å):
1 O 0.242 -0.055 -3.986
2 O 0.897 0.115 2.662
3 O 1.814 -2.440 2.508
4 N -2.412 0.442 0.263
5 N -0.337 0.948 -1.254
6 C -1.103 -0.155 0.771
7 C 0.609 1.999 -0.820
8 C -0.158 -0.246 -0.426
9 H -3.079 -0.271 -0.023
10 H -1.325 -1.135 1.181
11 H -0.502 -0.475 -4.430
12 H -0.320 -1.158 -1.009
13 H 0.984 0.460 3.559
14 H 2.756 -2.533 2.344
15 H 1.434 -3.095 3.091
16 H 1.611 1.782 -1.191
17 H 0.642 2.045 0.268
18 H -2.173 1.162 -0.441
19 H -0.760 0.548 1.507
20 H 0.866 -0.446 -0.089
21 H -2.812 0.868 1.097
22 H 0.288 2.962 -1.213
23 H 0.957 -0.697 -3.961
24 H -0.194 0.707 -2.231
25 H 1.335 -0.762 2.702

B | DFT (ωB97M-V/def2-TZVPD) results for a 4-piece molecular cluster, C3H17N2O3 overall.

## Properties
**Kohn-Sham gap**: 10.31 eV
**Charge**: +1

Cartesian coordinates (Å):
1 O 1.311 4.023 -0.945
2 O 1.719 1.554 0.844
3 O 2.445 -0.949 1.667
4 N -1.688 0.718 -0.656
5 N 0.065 -1.821 1.175
6 C -1.930 -0.486 -1.462
7 C -1.007 -2.205 0.167
8 C -0.816 -1.475 -1.145
9 H -0.615 -2.119 -2.005
10 H 0.871 1.966 0.677
11 H 0.071 -0.810 -1.125
12 H 2.247 2.259 1.229
13 H 0.428 -0.907 0.910
14 H 2.314 0.011 1.551
15 H -2.107 -0.312 -2.530
16 H 3.202 -0.895 2.285
17 H 0.838 -2.471 1.265
18 H -0.928 -3.288 0.030
19 H -0.397 -1.600 2.053
20 H -2.560 1.141 -0.355
21 H -2.907 -0.871 -1.132
22 H 1.889 4.740 -0.695
23 H 0.641 4.438 -1.469
24 H -1.125 1.475 -1.018
25 H -1.960 -2.117 0.686

In terms of stability, A leads; the second structure lies 0.055 eV higher.

A | DFT (ωB97M-V/def2-TZVPD) results for C5H6N2S in the gas phase.

## Properties
**Kohn-Sham gap**: 7.64 eV
**Charge**: 0

Cartesian coordinates (Å):
1 S -1.287 -2.473 2.113
2 N 0.254 0.048 -1.251
3 N 0.159 -1.340 -1.482
4 C -0.308 -0.202 0.983
5 C 0.566 1.993 0.007
6 C -0.291 -2.040 -0.453
7 C 0.064 0.606 -0.073
8 C -0.621 -1.532 0.873
9 H -0.070 2.645 -0.681
10 H 1.653 1.928 -0.157
11 H 0.290 2.559 0.968
12 H -0.416 0.326 1.981
13 H -0.442 -3.125 -0.644
14 H 0.448 0.606 -2.185

B | DFT (ωB97M-V/def2-TZVPD) results for C5H6N2S in the gas phase.

## Properties
**Kohn-Sham gap**: 7.33 eV
**Charge**: 0

Cartesian coordinates (Å):
1 S 3.667 -0.007 0.121
2 N -1.372 1.438 0.145
3 N -1.463 -1.284 0.027
4 C -0.139 0.749 -0.128
5 C 1.215 1.154 -0.073
6 C 0.960 -1.304 -0.076
7 C 2.043 -0.129 -0.122
8 C -0.289 -0.765 0.081
9 H 1.143 -2.334 -0.063
10 H -1.488 2.493 0.449
11 H -2.163 1.097 -0.362
12 H -2.300 -0.918 0.544
13 H 1.664 2.184 -0.463
14 H -1.477 -2.372 -0.082

C | DFT (ωB97M-V/def2-TZVPD) results for C5H6N2S in the gas phase.

## Properties
**Kohn-Sham gap**: 9.36 eV
**Charge**: 0

Cartesian coordinates (Å):
1 S -2.225 -0.576 -0.472
2 N 2.410 -1.822 -0.125
3 N 0.832 1.392 -0.420
4 C -0.362 0.111 1.303
5 C 1.679 -0.951 -0.018
6 C 0.429 0.054 -0.058
7 C -0.521 -0.509 -1.188
8 C -1.640 -0.197 1.115
9 H -0.633 0.311 -1.983
10 H 1.041 1.963 0.340
11 H -0.079 0.282 2.292
12 H -2.385 0.066 1.865
13 H -0.287 -1.467 -1.591
14 H 1.742 1.343 -1.060

D | DFT (ωB97M-V/def2-TZVPD) results for C5H6N2S in the gas phase.

## Properties
**Kohn-Sham gap**: 7.85 eV
**Charge**: 0

Cartesian coordinates (Å):
1 S -1.129 -1.883 -2.241
2 N 1.359 -1.409 -1.238
3 N 0.299 -0.267 0.288
4 C 0.134 0.271 1.596
5 C 0.708 -1.850 -2.228
6 C -1.587 -0.417 -1.649
7 C -0.547 0.361 -0.849
8 C 1.341 -1.028 0.017
9 H -0.975 0.409 1.774
10 H 1.149 -2.113 -3.229
11 H 0.330 0.663 -1.520
12 H 0.597 1.406 1.542
13 H 0.787 -0.329 2.386
14 H -1.159 1.138 -0.429

In terms of stability, A leads; the second structure lies 0.081 eV higher.

A | DFT (ωB97M-V/def2-TZVPD) results for a 2-piece molecular cluster, C2H5BrO2P overall.

## Properties
**Kohn-Sham gap**: 6.57 eV
**Charge**: -1

Cartesian coordinates (Å):
1 Br 3.877 0.016 0.591
2 P -1.528 -0.762 0.587
3 O -2.524 0.328 0.343
4 O -1.861 -2.175 0.667
5 C 0.137 0.848 -0.691
6 C 0.246 -0.299 0.234
7 H 0.906 -1.207 -0.136
8 H 1.123 1.055 -0.813
9 H -0.516 1.586 -0.286
10 H 0.494 0.120 1.176
11 H -0.354 0.490 -1.672

B | DFT (ωB97M-V/def2-TZVPD) results for an isolated ion of composition C2H5BrO2P and charge -1.

## Properties
**Kohn-Sham gap**: 8.97 eV
**Charge**: -1

Cartesian coordinates (Å):
1 Br 3.968 -0.609 -0.024
2 P 2.249 0.962 0.019
3 O 2.275 1.640 1.323
4 O 2.423 1.715 -1.215
5 C 0.827 -0.340 -0.046
6 C -0.512 0.299 -0.002
7 H 1.098 -0.985 0.927
8 H 0.962 -0.992 -1.014
9 H -1.170 -0.476 0.198
10 H -0.518 1.120 0.814
11 H -0.827 0.982 -0.863

In terms of stability, B leads; the second structure lies 1.067 eV higher.

A | DFT (ωB97M-V/def2-TZVPD) results for C3H5P as an isolated structure.

## Properties
**Kohn-Sham gap**: 8.28 eV
**Charge**: 0

Cartesian coordinates (Å):
1 P -2.178 -0.063 2.237
2 C 0.142 -0.021 0.352
3 C -0.884 -0.035 1.224
4 C 1.222 0.505 -1.279
5 H -2.756 -1.197 1.499
6 H 1.196 1.524 -1.356
7 H 0.599 -0.949 0.401
8 H 2.119 -0.014 -1.098
9 H 0.539 0.249 -1.980

B | DFT (ωB97M-V/def2-TZVPD) results for a 2-piece molecular cluster, C3H5P overall.

## Properties
**Kohn-Sham gap (alpha / beta)**: 9.17 / 9.17 eV
**Charge**: 0

Cartesian coordinates (Å):
1 P 1.673 0.221 0.287
2 C -1.277 -0.160 0.860
3 C -1.130 0.760 -0.051
4 C -0.034 -0.128 -0.010
5 H 1.875 0.325 -1.075
6 H 2.239 -1.069 0.390
7 H -0.053 -0.864 -1.471
8 H -1.507 1.716 -0.447
9 H -1.785 -0.802 1.517

In terms of stability, A leads; the second structure lies 0.327 eV higher.

A | DFT (ωB97M-V/def2-TZVPD) results for CH5O2P in the gas phase.

## Properties
**Kohn-Sham gap**: 11.17 eV
**Charge**: 0

Cartesian coordinates (Å):
1 P 0.748 -0.498 0.944
2 O -0.682 0.086 0.441
3 O 0.850 -0.283 2.449
4 C -0.840 0.466 -0.880
5 H -1.812 0.896 -0.859
6 H 1.865 0.021 0.312
7 H -0.796 -0.234 -1.733
8 H -0.153 1.386 -1.149
9 H 0.820 -1.840 0.474

B | DFT (ωB97M-V/def2-TZVPD) results for a 2-piece molecular cluster, CH5O2P overall.

## Properties
**Kohn-Sham gap**: 7.67 eV
**Charge**: 0

Cartesian coordinates (Å):
1 P -2.643 1.182 -0.083
2 O -2.351 -0.274 0.391
3 O -2.832 -1.338 -0.210
4 C 1.934 -0.248 -0.214
5 H -1.843 1.677 0.970
6 H 1.122 -0.472 -0.894
7 H 2.719 -0.981 -0.341
8 H 1.571 -0.288 0.805
9 H 2.323 0.741 -0.424

In terms of stability, A leads; the second structure lies 5.107 eV higher.